C6H11Cl3N | ωB97M-V/def2-TZVPD

Atoms and positions in Å:
C1 0.72 -1.90 1.21
C2 1.02 -2.98 0.47
C3 -1.35 1.26 -1.18
C4 -0.07 1.59 0.92
C5 0.97 0.52 -0.92
C6 -1.04 -0.53 0.27
N1 -0.32 0.64 -0.29
Cl1 1.11 -1.20 2.67
Cl2 2.21 -4.01 1.25
Cl3 0.46 -3.30 -1.11
H1 -1.58 0.57 -1.97
H2 -2.19 1.66 -0.66
H3 -1.04 2.16 -1.71
H4 0.99 1.51 1.21
H5 -0.16 2.65 0.49
H6 -0.65 1.38 1.83
H7 1.68 0.06 -0.30
H8 0.97 -0.17 -1.71
H9 1.47 1.46 -1.23
H10 -1.70 -0.93 -0.47
H11 -1.49 -0.43 1.23

The largest force on an atom comes out at 4.33 eV/A. The HOMO energy (alpha / beta) comes out at -10.462 / -12.243 eV. The expectation value of S² is 2.01. The HOMO-LUMO gap (alpha / beta) is 0.2737 / 0.1932 hartree. The spin multiplicity is 3. As for the charge: +1.